No. 1
Below is a molecular structure, C38H39F5N2O2SbTeZr in a non-equilibrium geometry, with properties calculated with the ωB97M-V functional and the def2-TZVPD basis.

CARTESIAN COORDINATES (ANGSTROEM)
Zr: 0.099 -0.263 -0.549
O: 1.452 1.559 -0.188
C: 0.806 2.661 0.474
C: -0.223 2.109 1.438
C: -0.506 2.707 2.663
C: -1.486 2.152 3.475
C: -2.190 1.041 3.023
C: -1.848 0.507 1.796
N: -0.868 1.004 1.025
H: 1.971 1.911 -0.935
H: 0.294 3.302 -0.266
H: 1.548 3.265 1.014
H: 0.032 3.583 2.989
H: -1.705 2.571 4.443
H: -2.983 0.594 3.601
H: -2.391 -0.344 1.388
F: -1.888 -1.897 -2.412
C: -1.892 -2.631 -1.248
C: -1.096 -2.063 -0.273
C: -1.051 -2.721 0.941
F: -0.241 -2.077 1.865
C: -1.773 -3.870 1.225
F: -1.731 -4.450 2.414
C: -2.577 -4.396 0.205
F: -3.292 -5.481 0.440
C: -2.642 -3.785 -1.055
F: -3.410 -4.302 -1.999
C: -9.149 1.508 -2.979
C: -7.692 1.332 -2.725
C: -6.740 1.692 -3.670
C: -5.385 1.530 -3.424
C: -4.385 1.897 -4.477
C: -4.970 1.026 -2.188
Te: -2.834 0.875 -1.686
N: -0.587 0.894 -2.076
C: 0.241 0.278 -2.853
O: 1.182 -0.396 -2.206
C: 0.213 0.328 -4.314
C: -0.974 0.093 -5.001
C: -0.996 0.189 -6.379
C: 0.153 0.552 -7.068
C: 1.333 0.799 -6.383
C: 1.371 0.672 -5.007
C: -2.427 2.971 -1.798
C: -1.693 3.408 -2.897
C: -1.296 4.731 -2.992
C: -1.579 5.610 -1.957
C: -2.277 5.164 -0.849
C: -2.741 3.852 -0.766
C: -3.603 3.439 0.382
C: -5.911 0.582 -1.253
C: -5.530 -0.057 0.053
C: -7.255 0.775 -1.530
H: -9.334 1.867 -3.985
H: -9.562 2.227 -2.274
H: -9.679 0.568 -2.835
H: -7.061 2.097 -4.617
H: -4.843 1.896 -5.462
H: -3.557 1.183 -4.476
H: -3.988 2.895 -4.289
H: -1.856 -0.215 -4.450
H: -1.904 -0.042 -6.914
H: 0.121 0.646 -8.142
H: 2.233 1.062 -6.920
H: 2.283 0.851 -4.458
H: -1.431 2.706 -3.680
H: -0.775 5.076 -3.874
H: -1.271 6.643 -2.021
H: -2.489 5.850 -0.042
H: -3.455 4.088 1.241
H: -3.413 2.401 0.666
H: -4.646 3.513 0.081
H: -4.474 -0.342 0.064
H: -6.132 -0.948 0.219
H: -5.725 0.626 0.879
H: -7.984 0.476 -0.792
C: 4.402 -0.621 -0.153
Sb: 2.527 -1.513 0.459
C: 2.449 -2.980 -1.121
C: 3.235 -2.958 1.890
H: 5.154 -1.402 -0.248
H: 4.735 0.102 0.590
H: 4.269 -0.127 -1.115
H: 3.378 -3.551 -1.123
H: 2.321 -2.485 -2.082
H: 1.612 -3.660 -0.952
H: 4.149 -3.398 1.505
H: 2.485 -3.733 2.015
H: 3.433 -2.494 2.847

Computed properties:
**<S²>**: 0.76
**Spin multiplicity**: 2
**Electronic energy**: -2785.50404 Ha
**Largest force on an atom**: 0.0474 Eh/bohr
**Charge**: +2
**Energy relative to the best compared isomer or geometry (same formula, charge and spin)**: 36.2 kcal per mole
**Frontier orbital gap (spin up / spin down)**: 6.9 / 6.2 eV

No. 2
Below is a molecular structure, C38H39IrN8PSe, with properties calculated with the ωB97M-V functional and the def2-TZVPD basis.

CARTESIAN COORDINATES (ANGSTROEM)
Ir: -0.056 0.194 -0.532
C: 2.978 5.369 0.180
C: 1.780 5.118 -0.478
C: 1.052 3.978 -0.185
C: 1.496 3.089 0.799
C: 2.705 3.348 1.460
C: 3.439 4.479 1.143
N: 0.760 1.929 1.035
C: 0.565 1.512 2.316
C: 0.651 2.361 3.441
C: 0.375 1.889 4.707
C: 0.003 0.563 4.884
C: -0.111 -0.302 3.796
C: 0.159 0.153 2.519
N: 0.070 -0.668 1.382
N: -0.460 -1.870 1.606
C: -0.658 -2.634 0.495
C: -1.122 -3.953 0.668
C: -1.248 -4.760 -0.436
C: -0.910 -4.260 -1.700
C: -0.491 -2.953 -1.796
N: -0.378 -2.146 -0.735
H: 3.550 6.257 -0.054
H: 1.413 5.818 -1.218
H: 0.114 3.775 -0.688
H: 3.068 2.648 2.203
H: 4.375 4.668 1.653
H: 0.894 3.403 3.291
H: 0.435 2.554 5.557
H: -0.211 0.191 5.878
H: -0.404 -1.331 3.940
H: -1.351 -4.301 1.665
H: -1.599 -5.778 -0.329
H: -0.987 -4.873 -2.587
H: -0.244 -2.513 -2.754
C: 4.697 -2.542 0.706
C: 3.235 -2.914 0.809
N: 2.416 -1.825 0.283
C: 2.814 -0.889 -0.567
N: 1.896 0.053 -0.973
C: 2.432 1.156 -1.791
C: 3.880 1.464 -1.505
C: 4.658 0.203 -1.788
N: 4.075 -0.899 -1.015
C: 4.959 -2.032 -0.697
H: 5.323 -3.409 0.912
H: 4.948 -1.768 1.433
H: 2.931 -3.087 1.840
H: 3.027 -3.825 0.243
H: 1.512 -1.662 0.699
H: 1.795 2.020 -1.628
H: 2.338 0.878 -2.841
H: 4.022 1.783 -0.470
H: 4.215 2.271 -2.156
H: 5.698 0.296 -1.481
H: 4.645 -0.039 -2.855
H: 5.982 -1.678 -0.797
H: 4.812 -2.824 -1.436
C: -1.770 2.395 -2.669
P: -0.892 0.804 -2.680
C: -2.167 -0.354 -3.255
C: -2.442 -0.433 -4.622
C: -3.467 -1.242 -5.087
C: -4.236 -1.973 -4.193
C: -3.980 -1.890 -2.831
C: -2.951 -1.087 -2.364
C: 0.279 0.930 -4.052
C: 0.871 -0.216 -4.582
C: 1.857 -0.112 -5.550
C: 2.262 1.139 -6.000
C: 1.668 2.284 -5.487
C: 0.682 2.180 -4.516
H: -2.129 2.643 -3.668
H: -1.136 3.197 -2.296
H: -2.636 2.294 -2.015
H: -1.859 0.139 -5.333
H: -3.666 -1.296 -6.149
H: -5.037 -2.604 -4.556
H: -4.579 -2.456 -2.130
H: -2.760 -1.054 -1.301
H: 0.556 -1.200 -4.254
H: 2.301 -1.008 -5.964
H: 3.028 1.219 -6.759
H: 1.967 3.259 -5.848
H: 0.237 3.087 -4.126
Se: -4.083 1.742 1.836
C: -2.736 1.109 0.826
N: -1.860 0.694 0.195

Computed properties:
**<S²>**: 8.82
**Spin multiplicity**: 6
**Electronic energy**: -4756.06268 Ha
**Largest force on an atom**: 0.0136 Eh/bohr
**Charge**: +2
**Frontier orbital gap (spin up / spin down)**: 7.2 / 4.6 eV

No. 3
Below is a molecular structure, C38H40BaN12O4SSe4 in a non-equilibrium geometry, with properties calculated with the ωB97M-V functional and the def2-TZVPD basis.

CARTESIAN COORDINATES (ANGSTROEM)
Ba: 11.544 21.075 12.372
S: 11.892 19.374 7.175
C: 10.377 18.872 7.730
C: 10.181 19.116 9.048
C: 11.250 19.775 9.716
C: 12.254 20.008 8.815
C: 13.625 20.337 9.156
C: 14.701 20.169 8.253
C: 15.940 20.436 8.762
C: 16.137 20.867 10.055
C: 15.027 21.081 10.840
N: 13.789 20.735 10.413
H: 9.627 18.482 7.074
H: 9.215 18.900 9.492
H: 14.478 19.848 7.255
H: 16.813 20.349 8.077
H: 17.138 21.205 10.392
H: 15.142 21.432 11.842
Se: 8.884 22.036 10.920
Se: 8.225 24.232 10.331
Se: 7.262 19.311 12.925
Se: 8.205 21.463 13.130
N: 13.886 21.448 14.309
N: 13.439 21.933 15.545
C: 12.389 22.810 15.651
N: 11.918 23.044 16.886
N: 11.947 23.275 14.449
N: 11.126 24.395 14.390
O: 10.608 24.796 15.462
O: 10.921 24.836 13.282
H: 13.966 20.450 14.517
H: 14.865 21.744 14.163
H: 13.931 21.588 16.364
H: 12.436 22.599 17.606
H: 11.172 23.650 17.052
O: 16.558 20.571 15.853
C: 17.031 20.609 14.665
O: 17.148 21.590 13.900
C: 17.319 19.245 14.049
C: 18.551 18.842 13.469
C: 18.738 17.598 12.950
C: 17.709 16.638 13.123
C: 17.848 15.279 12.863
C: 16.848 14.439 13.139
C: 15.598 14.933 13.519
C: 15.391 16.261 13.779
C: 16.473 17.140 13.631
N: 16.336 18.406 14.051
H: 19.385 19.579 13.456
H: 19.700 17.351 12.430
H: 18.824 14.898 12.490
H: 16.979 13.398 12.913
H: 14.785 14.224 13.656
H: 14.452 16.668 14.114
N: 11.119 12.953 10.676
C: 11.424 11.695 10.206
C: 10.592 10.551 10.076
C: 11.240 9.390 9.728
C: 12.620 9.292 9.601
C: 13.395 10.418 9.806
C: 12.824 11.619 10.152
N: 13.389 12.871 10.488
C: 12.346 13.634 10.764
C: 12.423 15.040 11.107
C: 11.327 15.676 11.773
C: 11.457 16.976 12.189
N: 12.535 17.792 11.972
C: 13.544 17.179 11.310
C: 13.555 15.852 10.849
H: 10.198 13.374 10.609
H: 9.526 10.684 10.101
H: 10.624 8.507 9.590
H: 13.103 8.399 9.284
H: 14.494 10.397 9.707
H: 10.457 15.128 12.073
H: 10.628 17.475 12.719
H: 14.364 17.869 11.078
H: 14.409 15.431 10.348
C: 10.527 18.385 19.008
C: 10.016 17.960 17.615
N: 10.871 18.213 16.482
C: 11.929 17.205 16.232
C: 13.333 17.694 16.647
C: 10.705 19.257 15.650
C: 9.682 20.312 16.030
N: 11.354 19.413 14.554
H: 9.845 18.171 19.792
H: 10.687 19.467 19.007
H: 11.455 17.900 19.210
H: 9.097 18.526 17.479
H: 9.769 16.872 17.650
H: 11.904 16.973 15.184
H: 11.625 16.301 16.728
H: 13.577 18.623 16.080
H: 14.119 16.974 16.366
H: 13.412 17.815 17.725
H: 9.705 20.523 17.103
H: 8.706 20.011 15.687
H: 9.925 21.192 15.440
H: 11.938 18.595 14.356

Computed properties:
**Electronic energy**: -12459.55480 Ha
**Largest force on an atom**: 0.0464 Eh/bohr
**Charge**: -2
**Frontier orbital gap**: 4.0 eV

Question: charge of number 1 (C38H39F5N2O2SbTeZr)?
Answer: +2

Question: The highest largest force on an atom belongs to which entry?
Answer: C38H39F5N2O2SbTeZr